# 1
18
Properties=species:S:1:pos:R:3:mulliken_charge:R:1 method="wB97M-V/def2-TZVPD" smiles="[NH3+]/C=C/CC[NH3+]" total_charge=+2 e_above_lowest_kcal_mol=1.5 e_homo_ha=-0.686 homo_lumo_gap_ev=12.01
C 1.80773 0.01118 -0.04153 -0.586
C 0.39795 -0.49555 -0.37762 -0.473
C -0.68157 0.09391 0.50527 -0.428
C -1.94850 -0.25034 0.34474 -0.298
N -3.00434 0.30654 1.21743 -0.265
N 2.66240 0.18176 -1.29490 -0.359
H 1.86559 0.93175 0.52976 0.416
H 2.40259 -0.70523 0.53219 0.319
H 0.18758 -0.35902 -1.42669 0.421
H 0.40552 -1.55841 -0.18431 0.413
H -0.47809 0.86210 1.24132 0.247
H -2.34633 -0.95880 -0.36305 0.379
H -2.70798 1.13445 1.73421 0.358
H -3.80101 0.59117 0.62962 0.396
H -3.39446 -0.44542 1.79342 0.382
H 2.49080 -0.60765 -1.92195 0.357
H 2.48166 1.02375 -1.84814 0.351
H 3.66049 0.24381 -1.06978 0.371

# 2
45
Properties=species:S:1:pos:R:3:mulliken_charge:R:1 method="wB97M-V/def2-TZVPD" e_above_lowest_kcal_mol=55.7 e_homo_ha=-0.388 homo_lumo_gap_ev=10.16
O 0.63951 -0.19882 -3.57583 -0.570
H 1.22518 0.17794 -2.88213 0.269
H 0.66573 0.46445 -4.28822 0.297
O -1.62732 -3.14928 2.27548 -0.628
H -2.36729 -3.11565 1.65854 0.282
H -1.35904 -2.22103 2.28158 0.375
O -2.18933 -0.39988 1.58578 -0.609
H -2.88822 0.24690 1.67517 0.275
H -2.61326 -1.00893 0.97184 0.229
O 0.98757 2.24065 -1.31522 -0.636
H 1.88571 1.93107 -1.45113 0.239
H 1.11899 2.94861 -0.63236 0.286
O 1.15944 3.54574 1.11788 -0.615
H 0.33418 3.29283 1.58466 0.253
H 1.84078 3.26339 1.72472 0.328
O -1.07874 2.79068 -2.92652 -0.626
H -0.33717 2.54596 -2.31367 0.411
H -0.68802 3.23627 -3.67137 0.267
O -0.61410 -1.90209 -1.33209 -0.609
H -1.50388 -2.29976 -1.30583 0.278
H -0.01768 -2.35925 -1.93491 0.287
O 0.19734 0.47844 0.61190 -0.252
H 0.26496 1.02443 -0.18561 0.299
H 0.01851 -0.47047 0.39697 0.191
O 3.04524 0.54554 1.04862 -0.601
H 3.26158 1.03165 0.26313 0.361
H 2.11900 0.51185 0.86794 0.315
O 0.14155 0.05613 3.36540 -0.676
H -0.45242 0.74133 3.04470 0.315
H 0.49051 -0.22286 2.51046 0.259
O 0.89137 -2.11483 1.44590 -0.557
H 1.80648 -2.03390 1.79572 0.265
H 0.75229 -2.99332 1.74030 0.266
O -1.88402 4.01460 -0.03268 -0.669
H -1.55736 3.83470 0.91481 0.263
H -1.87238 3.10656 -0.36999 0.376
O -0.14733 -4.32771 -0.10428 -0.603
H -0.38668 -4.71269 -0.93044 0.287
H -0.27038 -3.39513 -0.19196 0.365
O -2.13942 1.29217 -0.49539 -0.637
H -2.24300 0.62594 -1.13184 0.262
H -1.57491 0.95271 0.21770 0.372
O 2.42088 -2.40517 -0.96370 -0.632
H 1.67555 -2.34461 -0.34876 0.371
H 2.86959 -3.22514 -0.71527 0.275